The following is a DFT calculation (ωB97M-V with the def2-TZVPD basis set) of a 2-piece molecular cluster, CF3NOS overall in a non-equilibrium geometry.

Computed properties:
E_tot = -23560.1126 eV
LUMO energy = 0.021 eV
HOMO = -11.605 eV
HOMO-LUMO gap = 11.626 eV

The geometry in ORCA input format:
```
! wB97M-V def2-TZVPD RIJCOSX def2/J DEFGRID3
* xyz 0 1
C -1.507 0.997 -0.447
N -1.093 -0.043 -0.815
O 2.339 -1.790 -0.281
F -1.715 2.182 -0.101
F 1.898 0.192 1.178
F 0.571 -1.730 1.373
S 1.273 -0.920 0.119
*
```



The following is a DFT calculation (ωB97M-V with the def2-TZVPD basis set) of one molecule with the formula C2H4IN3S in a non-equilibrium geometry.

Computed properties:
E_tot = -25542.1714 eV
LUMO energy (alpha / beta) = -1.031 / -1.030 eV
HOMO (alpha / beta) = -8.904 / -8.905 eV
HOMO-LUMO gap (alpha / beta) = 7.874 / 7.875 eV

The geometry in ORCA input format:
```
! wB97M-V def2-TZVPD RIJCOSX def2/J DEFGRID3
* xyz 0 1
C -0.096 -0.141 0.026
C -0.847 -2.175 1.172
N -0.201 -1.282 0.321
N 0.190 3.178 -1.511
N 0.136 0.795 -0.714
S 0.694 2.397 -0.364
I 3.206 1.844 -1.119
H -1.913 -2.099 1.015
H -0.512 -3.209 1.213
H -0.725 -1.860 2.282
H 0.068 2.552 -2.322
*
```